Density functional theory data (ωB97M-V/def2-TZVPD) for a molecular structure, C43H53Cl3N7O3PPr.

XYZ file:
```
111
Properties=species:S:1:pos:R:3
Pr -0.059 -0.015 0.148
Cl -3.852 -1.213 -5.786
C -3.049 -0.387 -4.503
C -2.178 -1.091 -3.689
C -1.505 -0.488 -2.627
N -0.606 -1.188 -1.777
C -0.306 -2.491 -1.978
O -0.722 -3.262 -2.827
C 0.677 -3.085 -0.973
C 1.112 -4.380 -1.233
C 2.012 -4.987 -0.379
C 2.438 -4.280 0.735
C 1.931 -3.014 0.945
N 1.071 -2.402 0.118
C -1.727 0.898 -2.386
C -2.586 1.590 -3.239
C -3.254 0.963 -4.277
Cl -4.329 1.883 -5.261
N -1.076 1.505 -1.280
C -1.182 2.827 -1.032
O -1.781 3.693 -1.651
C -0.449 3.303 0.218
C -0.701 4.613 0.615
C 0.011 5.157 1.664
C 0.993 4.378 2.265
C 1.166 3.082 1.826
N 0.442 2.520 0.849
H -2.020 -2.134 -3.892
H 0.714 -4.870 -2.109
H 2.362 -5.993 -0.566
H 3.127 -4.705 1.452
H 2.221 -2.477 1.839
H -2.738 2.644 -3.098
H -1.444 5.167 0.061
H -0.173 6.171 1.993
H 1.615 4.768 3.058
H 1.934 2.466 2.277
C 2.204 -1.458 8.983
C 2.706 -0.523 7.875
C 2.362 0.916 8.288
C 4.237 -0.653 7.811
C 2.075 -0.894 6.486
O 2.686 -2.033 5.910
C 0.536 -1.070 6.540
C -0.037 -2.376 7.120
C 0.279 -3.683 6.432
C 0.148 -3.870 5.063
C 0.293 -5.125 4.497
C 0.625 -6.208 5.294
Cl 0.839 -7.766 4.570
C 0.783 -6.047 6.659
C 0.597 -4.791 7.216
C 2.443 0.279 5.534
N 2.384 0.049 4.097
C 1.351 0.123 3.253
N 1.774 -0.030 2.001
C 3.120 -0.193 2.153
N 3.514 -0.143 3.398
H 2.774 -1.266 9.892
H 2.344 -2.512 8.728
H 1.154 -1.277 9.214
H 2.680 1.071 9.320
H 1.290 1.119 8.243
H 2.882 1.656 7.679
H 4.648 -0.506 8.810
H 4.691 0.096 7.161
H 4.544 -1.635 7.458
H 2.630 -2.776 6.521
H 0.155 -0.970 5.523
H 0.110 -0.249 7.123
H -1.126 -2.258 7.107
H 0.239 -2.481 8.165
H -0.085 -3.033 4.413
H 0.133 -5.283 3.441
H 1.032 -6.894 7.283
H 0.694 -4.669 8.289
H 3.484 0.528 5.714
H 1.819 1.139 5.767
H 0.340 0.356 3.542
H 3.808 -0.334 1.336
C -2.047 1.294 3.541
C -2.506 -0.138 3.227
C -3.652 -0.546 4.147
P -2.799 -0.342 1.385
C -3.409 -2.096 1.263
C -3.455 -2.537 -0.206
C -2.460 -3.031 2.009
C -4.312 0.714 1.088
C -3.891 2.141 0.714
C -5.244 0.186 -0.002
H -1.579 1.346 4.529
H -2.902 1.970 3.561
H -1.340 1.672 2.796
H -1.666 -0.822 3.416
H -4.512 0.113 4.031
H -3.324 -0.475 5.187
H -3.981 -1.570 3.969
H -4.409 -2.144 1.701
H -2.445 -2.581 -0.612
H -4.037 -1.881 -0.848
H -3.884 -3.538 -0.273
H -1.430 -2.858 1.675
H -2.706 -4.068 1.773
H -2.504 -2.924 3.092
H -4.854 0.722 2.036
H -3.462 2.147 -0.288
H -3.162 2.572 1.402
H -4.766 2.793 0.702
H -4.736 0.155 -0.968
H -6.084 0.877 -0.099
H -5.653 -0.797 0.227
```

## Properties
- orbital gap (spin up / spin down) (Ha) = 0.256 / 0.258
- net charge = +1
- multiplicity = 3
- M (g/mol) = 994.184